# C29H26AsBeCl8F6N5OS

A molecular structure, C29H26AsBeCl8F6N5OS (ωB97M-V with the def2-TZVPD basis set, OMol25).

Geometry as XYZ:
```
78
Properties=species:S:1:pos:R:3:forces:R:3:mulliken_charge:R:1
Be -2.06838 -0.70947 -0.28870 0.0 0.4 0.3 -1.499
Cl -0.84113 0.24795 2.40879 -0.3 -0.1 0.0 0.033
C -1.97672 -1.01948 2.49773 0.0 0.1 -0.6 1.031
C -2.50026 -1.53698 1.31513 0.0 -0.1 0.0 -1.917
C -3.38478 -2.59238 1.49614 0.2 0.2 -0.6 2.145
Cl -4.08036 -3.33458 0.12743 0.0 0.0 0.3 -0.076
C -3.75098 -3.10633 2.78661 -0.4 -0.5 0.5 -0.077
Cl -4.82160 -4.40976 2.92134 0.2 0.3 -0.1 -0.076
C -3.22438 -2.53232 3.94242 0.0 0.0 0.2 0.384
Cl -3.67654 -3.10316 5.48888 0.0 0.0 -0.1 -0.146
C -2.32415 -1.48632 3.80802 -0.1 -0.1 0.6 -0.228
Cl -1.65194 -0.77495 5.19272 -0.1 -0.1 -0.3 -0.101
F -2.71824 -1.45304 -1.55517 0.0 0.0 -0.1 -0.516
As -2.52636 -1.10771 -3.39803 0.5 0.5 -0.5 2.238
F -1.49094 0.24024 -2.93730 -0.3 -0.2 0.1 -0.439
F -1.11883 -2.11359 -3.35368 -0.2 0.1 0.2 -0.495
F -2.33064 -0.75474 -5.04969 -0.1 -0.1 0.0 -0.456
F -3.51687 -2.47337 -3.61778 -0.1 0.0 0.0 -0.468
F -3.89004 -0.07211 -3.23839 0.1 -0.1 0.1 -0.483
Cl 4.78762 -5.40801 2.61561 0.0 -0.1 0.1 -0.201
C 4.58669 -4.18844 1.41623 0.0 0.2 -0.2 0.397
C 4.31845 -2.88145 1.78945 0.0 0.0 0.1 -1.157
C 4.16888 -1.91241 0.81237 0.0 0.0 0.0 0.160
C 4.25796 -2.21628 -0.53978 0.1 -0.1 -0.2 -0.609
C 4.07491 -1.14918 -1.60384 -0.2 -0.1 -0.1 -0.146
C 2.74257 -1.28249 -2.38014 0.4 0.0 0.1 -1.236
N 1.55985 -1.47757 -1.54993 -0.2 -0.1 -0.2 0.363
C 1.17646 -2.64357 -0.93153 -0.2 -0.1 0.1 -1.318
C -0.00321 -2.37644 -0.31695 0.3 -0.1 0.1 -0.634
N -0.34932 -1.06080 -0.54901 -0.3 0.0 -0.2 1.451
C 0.60533 -0.57063 -1.31857 -0.1 0.0 0.1 -1.047
O 4.29114 0.14668 -1.09489 0.0 0.2 0.2 -0.357
C 3.17231 0.83907 -0.56332 0.1 0.2 0.1 0.219
C 3.67020 1.92212 0.33896 -0.2 -0.2 0.1 -0.470
C 3.26185 2.09774 1.62869 0.3 0.4 -0.1 0.732
Cl 2.10321 1.15616 2.47403 0.1 0.0 0.1 -0.176
S 4.03959 3.43654 2.38891 -0.2 -0.2 -0.1 -0.191
C 4.93226 3.76080 0.96435 0.0 0.0 0.0 -0.327
C 4.63961 2.89160 -0.03661 0.1 0.1 0.0 -1.211
C 4.56596 -3.53586 -0.88452 -0.1 0.2 0.3 0.945
Cl 4.78603 -4.00384 -2.54146 -0.1 0.1 -0.1 -0.200
C 4.72204 -4.51990 0.07749 0.0 -0.1 0.0 -0.803
H 4.24040 -2.62332 2.83653 0.0 0.0 0.0 0.476
H 4.00267 -0.88780 1.11805 0.0 0.0 0.0 0.444
H 4.86903 -1.28259 -2.34166 -0.1 0.0 -0.1 0.602
H 2.81824 -2.12246 -3.06492 0.0 0.0 0.0 0.702
H 2.59539 -0.37793 -2.96846 0.0 -0.1 -0.1 0.472
H 1.75052 -3.54957 -0.99202 0.1 0.0 0.0 0.690
H -0.61940 -3.02945 0.27509 0.0 0.0 -0.1 0.540
H 0.64018 0.42376 -1.73012 -0.1 -0.1 -0.1 0.877
H 2.50675 0.17774 -0.00280 0.1 0.1 0.0 0.045
H 2.59722 1.29055 -1.38383 0.0 0.0 0.0 0.573
H 5.62519 4.58656 0.94817 0.0 0.0 0.0 0.466
H 5.10609 2.91414 -1.01074 0.0 0.0 0.0 0.420
H 4.96235 -5.53286 -0.21384 0.0 0.0 0.0 0.461
C -1.14736 4.53996 0.17859 -0.1 -0.1 -0.1 -0.855
C -0.38586 3.45753 -0.56157 0.0 0.1 0.0 -0.347
N -1.07118 2.19399 -0.35873 0.0 0.0 0.1 0.761
C -2.40539 2.04309 -0.19458 -0.2 -0.3 -0.1 0.545
N -2.88434 0.81174 -0.17765 0.4 0.0 0.1 0.678
C -4.33682 0.65899 -0.06059 0.0 0.1 -0.1 -0.645
C -4.92146 1.71993 0.85340 0.1 -0.1 -0.1 -0.687
C -4.59090 3.06603 0.24432 -0.1 -0.1 0.0 -0.713
N -3.16012 3.14924 -0.02940 0.1 0.1 0.1 0.228
C -2.60269 4.48039 -0.25282 0.1 0.1 0.0 -0.670
H -0.73242 5.52090 -0.04663 0.0 0.0 0.0 0.424
H -1.07493 4.36808 1.25444 0.0 0.0 0.0 0.279
H 0.63069 3.36569 -0.17693 0.0 0.0 0.0 0.240
H -0.32848 3.69998 -1.62804 0.0 0.0 0.0 0.279
H -0.58575 1.34186 -0.56471 0.0 0.0 0.0 -0.799
H -4.55163 -0.34256 0.31255 0.0 0.0 0.0 0.153
H -4.79280 0.73696 -1.04980 0.0 -0.1 -0.1 0.287
H -4.47338 1.63737 1.84790 -0.1 0.0 0.0 0.217
H -6.00074 1.60320 0.94336 0.0 0.0 0.0 0.434
H -4.85245 3.87763 0.92433 0.0 0.0 0.0 0.464
H -5.15658 3.20851 -0.68191 0.0 0.0 0.0 0.284
H -3.19413 5.19084 0.32302 -0.1 0.0 0.0 0.391
H -2.69322 4.75219 -1.31006 0.0 0.0 0.0 0.247
```
Forces are in eV/Å.

Calculated values
net charge = +1
HOMO-LUMO gap (alpha / beta) = 0.2887 / 0.1503 hartree
expectation value of S² = 0.768
2S+1 = 2
E_HOMO (alpha / beta) = -11.3 / -11.3 eV